A) Formula: C20H60O10
Source: the OMol25 dataset
Level of theory: the ωB97M-V functional and the def2-TZVPD basis

The geometry in XYZ format:
```
90
Properties=species:S:1:pos:R:3:lowdin_charge:R:1
C 3.8710 1.7477 -1.3723 -0.09
C 4.4791 2.7141 -2.3944 -0.29
O 5.3815 3.7398 -1.8436 -0.08
H 3.4625 2.1037 -0.4266 0.07
H 4.6848 1.0591 -1.1450 0.07
H 3.1755 1.0280 -1.8042 0.06
H 3.7359 3.0589 -3.1134 0.09
H 5.0379 2.0749 -3.0779 0.10
H 6.0297 4.0242 -2.4921 0.07
C 0.9759 3.4368 1.6734 -0.05
C -0.5433 3.3108 1.6416 -0.34
O -0.9437 3.4301 0.3342 -0.07
H 1.1993 4.4542 1.3523 0.07
H 1.3932 2.6920 0.9957 0.06
H 1.3475 3.2630 2.6832 0.07
H -1.0094 4.0309 2.3141 0.12
H -0.8538 2.3419 2.0326 0.10
H -1.7736 3.9033 0.4288 0.11
C -0.7763 -3.8805 -2.9453 -0.08
C 0.4023 -2.9059 -2.8677 -0.32
O 1.2335 -3.2609 -1.7946 -0.08
H -1.6086 -3.5056 -3.5409 0.07
H -1.2527 -4.1410 -2.0002 0.05
H -0.3655 -4.8000 -3.3623 0.07
H 0.0249 -1.8836 -2.8449 0.09
H 1.0182 -3.0600 -3.7537 0.11
H 0.9448 -2.7528 -1.0330 0.04
C 1.4279 5.4869 -1.6463 -0.07
C 0.8494 4.2298 -2.3063 -0.30
O -0.5649 4.4006 -2.2387 -0.08
H 1.2433 5.6544 -0.5852 0.06
H 0.9579 6.3663 -2.0865 0.08
H 2.5065 5.5184 -1.8005 0.07
H 1.2968 3.3098 -1.9301 0.09
H 1.2372 4.1616 -3.3227 0.11
H -0.7792 4.3370 -1.3050 0.04
C -0.8082 0.7494 -5.7856 -0.09
C -0.3479 1.3443 -4.4678 -0.35
O -1.3952 2.1774 -4.1187 -0.05
H -1.0392 1.4530 -6.5854 0.08
H -1.5986 0.0113 -5.6495 0.07
H -0.0414 0.0809 -6.1770 0.07
H 0.5321 1.9068 -4.7798 0.11
H 0.1619 0.5882 -3.8706 0.11
H -0.9777 2.5483 -3.3378 0.05
C 0.5692 0.0388 -0.4463 -0.07
C 0.1149 -0.5226 0.8683 -0.36
O 0.0881 -1.8764 0.8533 -0.07
H 0.6664 1.1244 -0.4390 0.05
H -0.0812 -0.1855 -1.2917 0.06
H 1.6314 -0.1926 -0.5252 0.07
H -0.8989 -0.1679 1.0546 0.11
H 0.8177 -0.1933 1.6336 0.11
H 0.1549 -2.2080 1.7517 0.04
C -0.7790 -5.5745 0.8347 -0.08
C -0.2238 -6.6921 1.6272 -0.33
O -0.2904 -6.3408 2.9894 -0.08
H -0.2555 -4.6191 0.8690 0.06
H -1.7981 -5.3909 1.1751 0.08
H -0.9348 -5.7670 -0.2268 0.07
H 0.7544 -7.0641 1.3229 0.12
H -0.9065 -7.5329 1.5040 0.11
H -0.0236 -7.1487 3.4341 0.09
C -2.3966 -3.6442 4.2028 -0.08
C -1.0517 -2.9941 4.3734 -0.26
O -0.2959 -3.1227 3.1461 -0.11
H -2.7299 -3.5806 3.1669 0.08
H -3.1826 -3.0884 4.7140 0.07
H -2.3629 -4.6380 4.6492 0.07
H -0.5401 -3.5149 5.1828 0.11
H -1.0849 -1.9327 4.6193 0.09
H 0.1348 -3.9807 3.1453 0.07
C 0.1581 0.7056 4.7790 -0.10
C 0.6512 1.8832 5.5792 -0.32
O 1.9897 1.6047 5.9478 -0.08
H 0.7606 0.5228 3.8892 0.06
H -0.7805 0.9189 4.2674 0.07
H 0.1384 -0.1769 5.4184 0.07
H 0.0507 2.0869 6.4658 0.11
H 0.6798 2.7746 4.9525 0.10
H 2.0443 1.0595 6.7360 0.08
C -4.0190 -0.3156 -0.6302 -0.07
C -3.7026 0.7583 -1.7175 -0.33
O -2.3511 0.8044 -1.9382 -0.08
H -5.0237 -0.2797 -0.2091 0.06
H -3.3859 -0.1593 0.2432 0.05
H -3.7886 -1.3461 -0.9007 0.07
H -4.0313 1.7425 -1.3837 0.11
H -4.2816 0.4257 -2.5789 0.11
H -2.1347 1.2517 -2.7596 0.03
```

Multiplicity: 1
Total charge: 0
LUMO energy in eV: 0.526
SMILES string: CCO.CCO.CCO.CCO.CCO.CCO.CCO.CCO.CCO.CCO

***

B) Formula: C20H60O10
Source: the OMol25 dataset
Level of theory: the ωB97M-V functional and the def2-TZVPD basis

The geometry in XYZ format:
```
90
Properties=species:S:1:pos:R:3:lowdin_charge:R:1
C -14.5117 -9.2201 -27.9167 -0.07
C -14.8077 -9.5383 -26.3817 -0.31
O -15.4723 -10.7410 -26.1396 -0.09
H -15.3767 -8.7534 -28.3880 0.06
H -14.1640 -10.0438 -28.5402 0.06
H -13.7087 -8.4860 -27.9824 0.06
H -15.3705 -8.7368 -25.9031 0.10
H -13.8544 -9.6342 -25.8619 0.10
H -15.1721 -11.1531 -25.3262 0.08
C -4.6349 0.3057 -32.9283 -0.10
C -4.6459 -0.6989 -31.8027 -0.34
O -3.3766 -1.0690 -31.3097 -0.07
H -4.1609 -0.1961 -33.7718 0.07
H -3.9811 1.1714 -32.8227 0.07
H -5.6083 0.7547 -33.1257 0.07
H -5.1348 -1.6365 -32.0671 0.11
H -5.2982 -0.3221 -31.0149 0.11
H -2.9316 -1.6307 -31.9485 0.08
C -5.1755 -9.1593 -24.1507 -0.07
C -4.8658 -7.6853 -24.6412 -0.33
O -5.3234 -6.8763 -23.6310 -0.08
H -4.6941 -9.9170 -24.7689 0.06
H -6.2522 -9.3085 -24.0692 0.07
H -4.8746 -9.3482 -23.1203 0.06
H -5.3550 -7.6066 -25.6121 0.10
H -3.8367 -7.3353 -24.7210 0.11
H -5.1945 -5.9751 -23.9355 0.09
C -2.1784 -5.9352 -41.3022 -0.09
C -2.0450 -4.9798 -40.0595 -0.31
O -3.1661 -5.1841 -39.2486 -0.09
H -3.1319 -5.7262 -41.7872 0.07
H -1.9110 -6.9919 -41.2968 0.06
H -1.4128 -5.5230 -41.9596 0.05
H -2.0206 -3.9742 -40.4794 0.11
H -1.1840 -5.2160 -39.4343 0.11
H -3.0661 -5.9721 -38.7094 0.08
C -7.1739 -18.1676 -35.2862 -0.07
C -7.7046 -19.2132 -36.3383 -0.35
O -6.7319 -20.0014 -36.8853 -0.07
H -8.0997 -17.8334 -34.8179 0.07
H -6.5376 -17.4266 -35.7702 0.06
H -6.4938 -18.5691 -34.5350 0.07
H -8.1159 -18.7075 -37.2119 0.10
H -8.5945 -19.7736 -36.0515 0.11
H -6.0428 -19.4187 -37.2127 0.09
C -6.8307 -9.3196 -32.9157 -0.07
C -6.7885 -9.5145 -34.4295 -0.40
O -5.5116 -9.4567 -34.8051 -0.06
H -7.8873 -9.2118 -32.6705 0.07
H -6.3317 -8.3777 -32.6878 0.07
H -6.2201 -10.1136 -32.4857 0.08
H -7.3367 -8.7836 -35.0240 0.11
H -7.1303 -10.5179 -34.6831 0.11
H -5.2684 -10.1809 -35.3864 0.10
C -10.1361 -15.1944 -27.1799 -0.08
C -9.4122 -15.7368 -28.3798 -0.39
O -9.1224 -17.0592 -28.2334 -0.05
H -10.6911 -14.2840 -27.4064 0.07
H -9.4012 -15.0249 -26.3930 0.07
H -10.9454 -15.8671 -26.8959 0.08
H -8.5130 -15.1715 -28.6247 0.11
H -10.0022 -15.6599 -29.2931 0.11
H -8.1697 -17.0679 -28.1153 0.09
C -12.9980 -14.0916 -35.8487 -0.08
C -14.0983 -14.9557 -36.5464 -0.32
O -15.4134 -14.5446 -36.1789 -0.08
H -13.1648 -13.0793 -36.2168 0.07
H -12.0146 -14.4748 -36.1214 0.07
H -13.1573 -14.0627 -34.7708 0.07
H -13.9457 -16.0348 -36.5273 0.10
H -14.0308 -14.7483 -37.6143 0.10
H -15.8187 -14.2282 -36.9896 0.08
C 1.4623 -6.3367 -30.9343 -0.08
C 1.0672 -6.7265 -32.3781 -0.27
O -0.3730 -6.4345 -32.4839 -0.11
H 0.7953 -6.7892 -30.2005 0.07
H 1.5549 -5.2545 -30.8430 0.07
H 2.4144 -6.7557 -30.6089 0.06
H 1.1710 -7.7715 -32.6703 0.10
H 1.6376 -6.2451 -33.1725 0.10
H -0.8710 -7.1108 -32.9490 0.07
C -6.8796 -12.6167 -40.7093 -0.10
C -5.6475 -13.4628 -40.6694 -0.33
O -4.8156 -13.0659 -39.5615 -0.08
H -6.5741 -11.5705 -40.6923 0.08
H -7.6029 -12.8700 -39.9342 0.07
H -7.4482 -12.8337 -41.6136 0.07
H -5.1269 -13.4137 -41.6258 0.11
H -5.9961 -14.4818 -40.5015 0.11
H -4.3625 -13.8573 -39.2613 0.07
```

Multiplicity: 1
Total charge: 0
LUMO energy in eV: 0.162
SMILES string: CCO.CCO.CCO.CCO.CCO.CCO.CCO.CCO.CCO.CCO

***

C) Formula: C20H60O10
Source: the OMol25 dataset
Level of theory: the ωB97M-V functional and the def2-TZVPD basis

The geometry in XYZ format:
```
90
Properties=species:S:1:pos:R:3:lowdin_charge:R:1
C 1.7954 2.1857 6.5250 -0.06
C 0.7656 2.2032 5.3969 -0.51
C -0.6430 1.7773 5.8565 -0.05
O 0.7817 3.4971 4.8730 -0.04
H 1.6695 1.3249 7.1818 0.07
H 1.6526 3.0948 7.1092 0.08
H 2.8376 2.1909 6.2058 0.07
H 1.0553 1.5447 4.5780 0.13
H -0.7110 0.7107 6.0707 0.07
H -1.4019 2.0556 5.1252 0.07
H -0.9537 2.3345 6.7403 0.08
H 0.7322 3.3893 3.9204 0.09
C 2.2703 -3.5268 -2.6800 -0.05
C 3.5832 -4.3060 -2.6582 -0.58
C 4.6486 -3.6996 -1.7881 -0.05
O 3.3829 -5.5974 -2.3098 -0.02
H 2.3920 -2.5685 -3.1849 0.07
H 2.0126 -3.2678 -1.6531 0.08
H 1.4832 -4.0881 -3.1836 0.07
H 3.9892 -4.3208 -3.6696 0.13
H 5.5567 -4.2709 -1.9806 0.08
H 4.4046 -3.6141 -0.7292 0.08
H 4.8960 -2.6878 -2.1090 0.08
H 2.7184 -5.9382 -2.9130 0.09
C 2.2770 1.1205 -5.6894 -0.08
C 1.6077 2.4413 -5.9907 -0.50
C 0.7412 2.9881 -4.8273 -0.05
O 2.6316 3.3825 -6.1594 -0.05
H 1.5003 0.3603 -5.6060 0.07
H 2.9188 0.9507 -4.8249 0.08
H 2.8945 0.8565 -6.5479 0.08
H 1.0125 2.2843 -6.8903 0.14
H 0.3044 3.9431 -5.1195 0.08
H 1.2705 3.1200 -3.8836 0.08
H -0.0637 2.2620 -4.7131 0.07
H 3.0900 3.2787 -5.3224 0.08
C -3.7565 -3.6777 -2.9859 -0.09
C -3.6688 -2.2180 -3.3899 -0.35
O -2.3563 -1.8719 -3.6277 -0.08
H -4.8061 -3.9707 -2.9618 0.07
H -3.4040 -3.7973 -1.9615 0.07
H -3.1586 -4.4313 -3.4984 0.07
H -4.2019 -1.5613 -2.7025 0.12
H -4.1485 -2.1255 -4.3643 0.10
H -1.9913 -2.4425 -4.3079 0.09
C 2.3858 -2.4122 4.1772 -0.10
C 1.3069 -3.3189 4.7482 -0.33
O 0.5729 -3.8622 3.6707 -0.08
H 2.0862 -1.7092 3.4000 0.07
H 3.1589 -3.0591 3.7625 0.07
H 2.8315 -1.8653 5.0080 0.07
H 0.5666 -2.7660 5.3265 0.11
H 1.7768 -4.0389 5.4181 0.11
H 1.1651 -4.3905 3.1305 0.08
C -5.2168 -2.7010 3.0159 -0.09
C -5.8936 -4.0425 3.0181 -0.35
O -7.2508 -3.7716 2.8043 -0.08
H -4.1427 -2.8108 3.1656 0.07
H -5.6611 -2.0317 3.7527 0.08
H -5.2607 -2.2144 2.0416 0.07
H -5.8100 -4.5172 3.9958 0.11
H -5.4732 -4.7319 2.2860 0.11
H -7.7556 -4.5239 3.1216 0.08
C 0.2197 6.7556 0.8440 -0.09
C 0.6571 5.5414 0.0621 -0.35
O 0.3510 4.3654 0.7677 -0.08
H 0.2614 7.7092 0.3175 0.08
H 0.8230 6.7050 1.7504 0.07
H -0.7929 6.5956 1.2143 0.07
H 1.7212 5.6069 -0.1646 0.11
H 0.1239 5.4933 -0.8874 0.11
H 0.0564 3.6544 0.1939 0.08
C 4.6021 1.2917 0.6989 -0.17
O 5.7931 1.1764 -0.0583 -0.12
H 4.4679 0.3330 1.1998 0.07
H 4.6042 2.0884 1.4428 0.08
H 3.7253 1.3746 0.0567 0.08
H 6.5078 0.8411 0.4879 0.07
C -1.3337 -0.0887 0.4682 -0.19
O -0.7228 0.4703 -0.6246 -0.11
H -1.4598 0.6177 1.2886 0.08
H -2.3177 -0.4824 0.2135 0.08
H -0.6952 -0.8980 0.8223 0.08
H -0.8198 -0.1356 -1.3629 0.07
C -4.4019 3.1104 -3.0961 -0.14
O -4.2062 3.9632 -4.2636 -0.14
H -4.2810 3.6367 -2.1493 0.07
H -5.4150 2.7150 -3.1692 0.07
H -3.7616 2.2301 -3.0379 0.07
H -4.7038 4.7822 -4.2073 0.07
```

Multiplicity: 1
Total charge: 0
LUMO energy in eV: 0.188
SMILES string: CC(C)O.CC(C)O.CC(C)O.CCO.CCO.CCO.CCO.CO.CO.CO

***

The winner here is A), beating the second structure by 5.9 kJ/mol.